Here is C13H19NO4P2Pd as an isolated structure from the OMol25 dataset. Energies are from wB97M-V/def2-TZVPD.

The orbital gap comes out at 5.453 eV. The value obtained for the LUMO energy is -10.0 eV. Its net charge is +2. The calculation puts the relative energy (zero: lowest compared OMol25 entry of this formula, charge and spin) at 43.72 kcal/mol. The value obtained for the total energy is -45509.95301 eV. The highest occupied orbital energy comes out at -15.45 eV.

```
40
Properties=species:S:1:pos:R:3:forces:R:3:mulliken_charge:R:1
Pd 0.12313 0.42233 -0.07151 -0.68 0.89 -4.26 -0.29
P -1.08705 0.44465 1.87614 0.31 -0.10 0.72 1.27
P 1.67366 -0.72936 1.14586 -0.16 -0.40 0.66 1.35
O 0.82610 3.72845 -2.74971 0.17 -0.80 2.31 -0.56
O -1.52344 -2.67495 -2.12445 0.00 -0.42 0.61 -0.51
O 0.72177 2.44873 -0.86455 0.47 -1.00 3.98 -0.47
O -0.64461 -1.38240 -0.54549 0.40 0.25 1.30 -0.35
N -0.30821 0.54794 -2.22081 -0.28 -0.98 0.35 -0.19
C -1.18445 -0.57955 -4.09461 -0.07 -0.29 0.20 -0.73
C 2.26224 -2.10793 0.19055 0.16 0.14 -0.53 -1.25
C -0.85867 -0.54864 -2.75638 0.32 1.19 -0.63 0.94
C -1.04907 -1.62971 -1.81656 -0.37 -0.73 -0.35 -0.16
C -0.92918 0.54718 -4.87080 0.20 0.56 -0.08 -0.33
C -1.64238 2.01111 2.52029 -0.07 0.34 -0.51 -1.17
C 0.57356 2.73531 -2.07214 -0.90 0.90 -5.83 0.33
C 3.04912 0.15994 1.85268 0.09 0.43 -0.33 -1.19
C 0.73421 -1.40403 2.51066 0.06 -0.36 0.30 -0.94
C -2.47048 -0.66310 1.67900 -0.22 0.01 -0.33 -1.33
C -0.02793 -0.25958 3.13149 0.01 -0.05 0.56 -1.16
C -0.35280 1.68370 -4.29943 -0.44 -0.91 -0.36 -0.57
C -0.06961 1.60659 -2.95521 0.96 1.37 1.90 0.70
H 1.43874 -2.58087 -0.34087 0.01 -0.08 0.09 0.31
H -2.17640 -1.56204 1.14135 -0.04 -0.04 0.09 0.34
H -1.62783 -1.47911 -4.50202 0.00 0.02 -0.01 0.54
H 1.40554 -1.87113 3.23681 0.06 -0.05 -0.12 0.57
H -3.27164 -0.16954 1.12837 -0.03 -0.02 -0.01 0.44
H -0.83453 2.74020 2.56825 0.03 -0.01 0.03 0.41
H 3.50644 -0.52481 2.57388 0.01 0.01 -0.02 0.44
H -0.62250 -0.57987 3.99143 -0.06 0.05 -0.04 0.56
H -2.01516 1.79680 3.52775 0.00 0.00 -0.02 0.46
H 0.63579 0.53661 3.47946 0.05 -0.06 0.08 0.46
H -2.81975 -0.90650 2.68717 -0.03 0.04 -0.03 0.46
H 2.70323 -2.80762 0.90887 0.02 0.02 -0.02 0.46
H -0.13866 2.57573 -4.86964 0.07 0.10 0.15 0.57
H -1.17552 0.54979 -5.92418 -0.03 -0.07 0.00 0.47
H 2.74064 1.07733 2.35103 0.01 0.00 0.04 0.43
H 3.77577 0.40908 1.07971 0.03 0.05 0.01 0.44
H -2.45354 2.41309 1.91413 -0.02 0.06 0.02 0.44
H 0.08674 -2.18419 2.10158 -0.08 0.01 0.10 0.36
H 3.02674 -1.78964 -0.51808 0.04 -0.05 -0.02 0.45
```
Forces are in eV/Å.

---

Here is C4H6BiO2 as an isolated structure from the OMol25 dataset. Energies are from wB97M-V/def2-TZVPD.

The orbital gap (spin up / spin down) comes out at 5.892 / 9.092 eV. The value obtained for the LUMO energy (spin up / spin down) is -10.8 / -10.8 eV. Its net charge is +2. The calculation puts the relative energy (zero: lowest compared OMol25 entry of this formula, charge and spin) at 0.00 kcal/mol. The value obtained for the total energy is -14155.50162 eV. As for the multiplicity: 2. The highest occupied orbital energy (spin up / spin down) comes out at -16.67 / -19.87 eV.

```
13
Properties=species:S:1:pos:R:3:forces:R:3:mulliken_charge:R:1
Bi 1.61534 -0.64478 3.46103 2.52 0.52 3.16 1.07
O 0.37689 -1.06295 2.11998 -1.73 -0.83 -2.13 -0.38
O -1.60097 2.18209 -1.69864 -0.62 -3.75 1.58 -0.15
C -0.29265 -0.58614 1.01724 -1.55 0.88 -1.52 -0.44
C -1.14518 1.16484 -1.30029 2.51 5.36 -1.73 0.44
C 0.65169 -0.33028 -0.16573 -0.18 -1.43 -0.24 -0.35
C 0.11259 0.50089 -1.29262 -2.26 0.09 2.49 -0.32
H 0.91849 -1.30709 -0.60268 0.31 0.26 0.21 0.34
H -1.06498 -1.30919 0.68859 0.33 0.13 0.43 0.36
H 0.85209 1.02514 -1.91291 -0.70 -0.68 -1.07 0.44
H 1.59175 0.11269 0.19496 -0.18 0.25 -0.45 0.39
H -1.19235 -0.10554 -1.76053 1.37 -0.42 -0.91 0.25
H -0.82272 0.36032 1.25163 0.16 -0.37 0.17 0.34
```
Forces are in eV/Å.

---

Here is a 3-piece molecular cluster, C2H6O3 overall from the OMol25 dataset. Energies are from wB97M-V/def2-TZVPD.

The orbital gap comes out at 8.451 eV. The value obtained for the LUMO energy is -0.9 eV. Its net charge is 0. The calculation puts the relative energy (zero: lowest compared OMol25 entry of this formula, charge and spin) at 163.86 kcal/mol. The value obtained for the total energy is -8307.40235 eV. The highest occupied orbital energy comes out at -9.39 eV.

```
11
Properties=species:S:1:pos:R:3:forces:R:3:mulliken_charge:R:1
O 1.15554 -0.69357 -0.55163 -1.67 1.86 0.90 -0.45
O -0.27260 -0.33155 1.17953 2.04 1.40 -1.93 -0.34
O 0.67037 1.48146 0.05158 -0.33 -1.17 0.72 -0.43
C 0.43612 0.12671 0.15888 -1.20 -0.90 -3.02 0.69
C -1.35538 -0.11316 -0.41312 -0.89 0.09 -0.39 -0.85
H -1.95401 0.66272 0.04793 -0.06 -0.27 0.06 0.33
H 1.73104 -1.12998 0.69668 -0.50 1.16 1.87 0.19
H -1.14083 0.12796 -1.45033 0.40 0.16 0.13 0.28
H -1.71776 -1.13134 -0.36984 -0.01 0.08 0.35 0.30
H 1.29051 -0.60705 1.42461 2.03 -2.29 1.20 -0.06
H 1.15700 1.60781 -0.77430 0.19 -0.13 0.12 0.34
```
Forces are in eV/Å.

---

- Which of these has the lowest relative energy (zero: lowest compared OMol25 entry of this formula, charge and spin)?
  C4H6BiO2

---

Copy entry 3 word for word.
Here is a 3-piece molecular cluster, C2H6O3 overall from the OMol25 dataset. Energies are from wB97M-V/def2-TZVPD.

The orbital gap comes out at 8.451 eV. The value obtained for the LUMO energy is -0.9 eV. Its net charge is 0. The calculation puts the relative energy (zero: lowest compared OMol25 entry of this formula, charge and spin) at 163.86 kcal/mol. The value obtained for the total energy is -8307.40235 eV. The highest occupied orbital energy comes out at -9.39 eV.

```
11
Properties=species:S:1:pos:R:3:forces:R:3:mulliken_charge:R:1
O 1.15554 -0.69357 -0.55163 -1.67 1.86 0.90 -0.45
O -0.27260 -0.33155 1.17953 2.04 1.40 -1.93 -0.34
O 0.67037 1.48146 0.05158 -0.33 -1.17 0.72 -0.43
C 0.43612 0.12671 0.15888 -1.20 -0.90 -3.02 0.69
C -1.35538 -0.11316 -0.41312 -0.89 0.09 -0.39 -0.85
H -1.95401 0.66272 0.04793 -0.06 -0.27 0.06 0.33
H 1.73104 -1.12998 0.69668 -0.50 1.16 1.87 0.19
H -1.14083 0.12796 -1.45033 0.40 0.16 0.13 0.28
H -1.71776 -1.13134 -0.36984 -0.01 0.08 0.35 0.30
H 1.29051 -0.60705 1.42461 2.03 -2.29 1.20 -0.06
H 1.15700 1.60781 -0.77430 0.19 -0.13 0.12 0.34
```
Forces are in eV/Å.